Entry 1:
{"formula": "C34H87N5O12", "method": "wB97M-V/def2-TZVPD", "multiplicity": 1, "largest_force_ha_per_bohr": 0.05233, "homo_energy_ev": -8.5, "de_lowest_kj_mol": 202.3, "gap_ev": 9.02, "elements": ["C", "O", "C", "C", "N", "C", "C", "O", "C", "H", "H", "H", "H", "H", "H", "H", "H", "H", "H", "H", "H", "H", "H", "H", "C", "O", "C", "C", "N", "C", "C", "O", "C", "H", "H", "H", "H", "H", "H", "H", "H", "H", "H", "H", "H", "H", "H", "H", "C", "O", "C", "C", "N", "C", "C", "O", "C", "H", "H", "H", "H", "H", "H", "H", "H", "H", "H", "H", "H", "H", "H", "H", "C", "O", "C", "C", "N", "C", "C", "O", "C", "H", "H", "H", "H", "H", "H", "H", "H", "H", "H", "H", "H", "H", "H", "H", "C", "O", "C", "C", "N", "C", "C", "O", "C", "H", "H", "H", "H", "H", "H", "H", "H", "H", "H", "H", "H", "H", "H", "H", "C", "C", "O", "H", "H", "H", "H", "H", "H", "C", "C", "O", "H", "H", "H", "H", "H", "H"], "xyz": [[3.2698, -2.4168, 5.4745], [1.9270, -2.5516, 5.8002], [1.1195, -1.5721, 5.1331], [-0.3581, -1.7532, 5.3964], [-1.1203, -0.8143, 4.5594], [-2.5786, -0.8148, 4.8144], [-3.2953, -1.9228, 3.9493], [-3.2987, -1.5689, 2.5620], [-4.1354, -2.4208, 1.7850], [3.3860, -2.7067, 4.4302], [3.9985, -3.0571, 5.9716], [3.6463, -1.4174, 5.6924], [1.2614, -1.6816, 4.0580], [1.4185, -0.5709, 5.4435], [-0.5458, -1.5743, 6.4551], [-0.6328, -2.7640, 5.0948], [-0.9166, -1.0245, 3.5928], [-3.0593, 0.1224, 4.5340], [-2.7106, -1.0358, 5.8736], [-4.3517, -1.9691, 4.2139], [-2.8525, -2.8907, 4.1844], [-5.1138, -2.0731, 2.1167], [-4.0235, -3.4993, 1.8965], [-3.9356, -2.1443, 0.7497], [-7.6404, 0.3524, 1.4334], [-6.3065, 0.5769, 0.9526], [-5.4207, 1.2408, 1.8744], [-4.0628, 1.3284, 1.2806], [-4.0578, 2.2596, 0.1297], [-2.8649, 2.2986, -0.6801], [-3.1825, 3.2594, -1.9188], [-3.9365, 2.5223, -2.9057], [-4.3437, 3.3455, -4.0177], [-8.1987, 1.2727, 1.6049], [-7.5421, -0.2785, 2.3168], [-8.1957, -0.2692, 0.7310], [-5.3871, 0.7002, 2.8203], [-5.8054, 2.2396, 2.0809], [-3.7360, 0.3384, 0.9624], [-3.3756, 1.6477, 2.0641], [-4.7747, 1.9236, -0.4975], [-2.6851, 1.3132, -1.1099], [-2.0442, 2.6207, -0.0392], [-2.2506, 3.6245, -2.3504], [-3.7104, 4.1627, -1.6131], [-3.4794, 3.8908, -4.3969], [-4.9846, 4.1999, -3.8000], [-4.7320, 2.7880, -4.8700], [0.6783, 1.1727, -2.1871], [0.2575, 2.4290, -1.5851], [1.2632, 3.3889, -1.2837], [0.5676, 4.7868, -0.9781], [-0.0552, 5.4199, -2.1623], [0.9247, 6.0247, -3.0982], [0.2070, 6.7377, -4.2932], [-0.3859, 5.7002, -5.0196], [-1.0078, 6.1305, -6.2519], [1.3682, 0.5666, -1.6000], [1.2637, 1.3967, -3.0788], [-0.1264, 0.5406, -2.5629], [1.9713, 3.5499, -2.0966], [1.6784, 3.1142, -0.3141], [1.1864, 5.5413, -0.4924], [-0.2424, 4.6018, -0.2726], [-0.5828, 4.7288, -2.6762], [1.6038, 5.2723, -3.4993], [1.5571, 6.8041, -2.6730], [0.9852, 7.2339, -4.8730], [-0.4178, 7.5633, -3.9526], [-1.4749, 5.2845, -6.7560], [-0.3128, 6.5222, -6.9947], [-1.8188, 6.8063, -5.9806], [3.3669, -1.1570, 0.3975], [3.7206, -1.5155, -0.9073], [4.7826, -0.7576, -1.4659], [5.2276, -1.4726, -2.7708], [4.1106, -1.6390, -3.6651], [4.4024, -2.5134, -4.7955], [5.1603, -1.8308, -5.9886], [6.5033, -1.5298, -5.7276], [7.4245, -2.5811, -5.6014], [3.1113, -0.1108, 0.5656], [4.1223, -1.4022, 1.1441], [2.5636, -1.8292, 0.6993], [5.6008, -0.8286, -0.7493], [4.4826, 0.2729, -1.6561], [5.7675, -2.3650, -2.4543], [5.9873, -0.8180, -3.1977], [3.2770, -1.8747, -3.1459], [3.5107, -3.0100, -5.1779], [4.9604, -3.3562, -4.3875], [4.6697, -0.8829, -6.2097], [5.0723, -2.3814, -6.9253], [7.3414, -3.1009, -4.6469], [8.4169, -2.1319, -5.6383], [7.4692, -3.2948, -6.4241], [3.1774, -4.5776, 1.4663], [1.9700, -5.1392, 1.9517], [1.1710, -4.2676, 2.6730], [-0.2566, -4.8738, 2.9220], [-1.2131, -4.6023, 1.8817], [-0.8507, -5.3010, 0.6459], [-1.9811, -5.0484, -0.3671], [-1.8730, -3.6960, -0.9314], [-2.7997, -3.4824, -1.9834], [3.0115, -3.8393, 0.6818], [3.7235, -5.4028, 1.0092], [3.7705, -4.0763, 2.2312], [1.1116, -3.3710, 2.0559], [1.6629, -3.9608, 3.5960], [-0.5924, -4.5095, 3.8929], [-0.1079, -5.9433, 3.0710], [-1.0889, -3.6249, 1.6596], [-0.8144, -6.3835, 0.7686], [0.1556, -5.0684, 0.2976], [-2.9063, -5.2600, 0.1689], [-1.8233, -5.7327, -1.2007], [-3.7778, -3.2881, -1.5433], [-2.7266, -4.2790, -2.7238], [-2.5605, -2.5422, -2.4801], [1.2492, 4.9722, 3.3621], [1.4706, 3.5789, 2.7548], [2.7865, 3.6561, 2.2720], [1.4239, 5.7124, 2.5813], [1.7823, 5.1790, 4.2900], [0.1974, 4.9997, 3.6467], [0.6885, 3.2847, 2.0550], [1.3293, 2.8782, 3.5777], [3.4072, 3.3189, 2.9221], [-0.0646, 0.5547, 1.7732], [-0.3410, -0.5853, 0.8940], [-0.8639, -1.6598, 1.6522], [-0.9289, 1.1323, 2.1009], [0.4904, 1.2159, 1.1078], [0.6761, 0.3174, 2.5369], [0.5905, -0.9248, 0.4410], [-0.9946, -0.2934, 0.0719], [-1.8013, -1.5100, 1.7947]]}

=====

Entry 2:
{"formula": "C34H88B3N7O11", "method": "wB97M-V/def2-TZVPD", "multiplicity": 1, "largest_force_ha_per_bohr": 0.01082, "homo_energy_ev": -8.9, "gap_ev": 9.29, "elements": ["C", "C", "C", "O", "O", "C", "C", "B", "O", "B", "C", "N", "O", "B", "C", "C", "C", "C", "O", "H", "H", "H", "H", "H", "H", "H", "H", "H", "H", "H", "H", "H", "H", "H", "H", "H", "H", "H", "H", "H", "H", "C", "O", "C", "C", "C", "N", "H", "H", "H", "H", "H", "H", "H", "H", "H", "H", "H", "C", "O", "C", "C", "C", "N", "H", "H", "H", "H", "H", "H", "H", "H", "H", "H", "H", "C", "O", "C", "C", "C", "N", "H", "H", "H", "H", "H", "H", "H", "H", "H", "H", "H", "C", "O", "C", "C", "C", "N", "H", "H", "H", "H", "H", "H", "H", "H", "H", "H", "H", "C", "O", "C", "C", "C", "N", "H", "H", "H", "H", "H", "H", "H", "H", "H", "H", "H", "C", "O", "C", "C", "C", "N", "H", "H", "H", "H", "H", "H", "H", "H", "H", "H", "H"], "xyz": [[2.3871, -1.4783, -1.1694], [1.6627, -1.6579, -2.5044], [0.1655, -1.7998, -2.3142], [-0.3426, -2.5826, -1.5687], [-0.5914, -0.9692, -3.1050], [-0.7044, 0.3575, -2.5671], [-1.4939, 1.2324, -3.5436], [-2.9217, 1.5421, -2.9758], [-3.2938, 2.8351, -2.6526], [-3.9321, 2.9038, -1.4194], [-3.3750, 3.8729, -0.3269], [-2.2084, 3.0310, 0.0702], [-4.8927, 1.9535, -1.1432], [-4.9815, 0.8539, -1.9868], [-6.2797, 0.0176, -2.1751], [-6.2029, -1.3941, -1.5608], [-7.5141, -2.1380, -1.7784], [-5.8181, -1.3438, -0.0683], [-3.8141, 0.5383, -2.6771], [3.4445, -1.7278, -1.2627], [1.9491, -2.1293, -0.4134], [2.3145, -0.4458, -0.8240], [1.8574, -0.8283, -3.1829], [2.0122, -2.5663, -2.9981], [0.3016, 0.7659, -2.4129], [-1.1876, 0.2915, -1.5875], [-1.5266, 0.7141, -4.5047], [-0.9718, 2.1760, -3.7054], [-3.0737, 4.8518, -0.7044], [-4.0455, 4.0185, 0.5181], [-1.3422, 3.4267, -0.2767], [-2.1248, 2.9768, 1.0773], [-6.4797, -0.0828, -3.2483], [-7.1318, 0.5553, -1.7456], [-5.4280, -1.9515, -2.0938], [-8.3276, -1.6505, -1.2341], [-7.7821, -2.1585, -2.8363], [-7.4378, -3.1668, -1.4202], [-4.8601, -1.8318, 0.1106], [-5.7609, -0.3211, 0.3096], [-6.5590, -1.8652, 0.5427], [1.1813, 6.3422, 0.0153], [1.0852, 4.9327, -0.0304], [2.1617, 4.2214, 0.5550], [2.0516, 4.0469, 2.0748], [2.3858, 5.3021, 2.8744], [0.7289, 3.5668, 2.4748], [2.2195, 6.6697, -0.1021], [0.7929, 6.7577, 0.9501], [0.5916, 6.7339, -0.8125], [2.1328, 3.2316, 0.0918], [3.1168, 4.6913, 0.2847], [2.7796, 3.2743, 2.3444], [1.5732, 6.0302, 2.8378], [2.5371, 5.0438, 3.9217], [3.2922, 5.7836, 2.5027], [0.5449, 2.6689, 2.0366], [0.0416, 4.2017, 2.0744], [-0.1035, 9.3741, 2.7027], [-0.0594, 8.3619, 3.6872], [-1.2533, 8.1653, 4.4246], [-2.2677, 7.2387, 3.7458], [-3.0057, 7.8770, 2.5743], [-1.6571, 5.9863, 3.2994], [-0.7239, 10.2155, 3.0290], [-0.4899, 9.0117, 1.7460], [0.9167, 9.7265, 2.5554], [-0.9392, 7.7040, 5.3636], [-1.7111, 9.1350, 4.6615], [-3.0094, 6.9851, 4.5105], [-2.3663, 7.9353, 1.6922], [-3.8717, 7.2723, 2.3078], [-3.3479, 8.8844, 2.8176], [-1.2749, 5.4802, 4.0930], [-0.8448, 6.2319, 2.7381], [-3.4483, -7.6754, 1.9225], [-4.3724, -6.6480, 2.2131], [-3.8996, -5.3272, 2.0244], [-4.0049, -4.8066, 0.5878], [-2.9650, -5.3866, -0.3641], [-5.3379, -4.9936, 0.0102], [-2.4306, -7.3804, 2.2006], [-3.4507, -7.9535, 0.8655], [-3.7357, -8.5455, 2.5118], [-4.5271, -4.7015, 2.6640], [-2.8650, -5.2454, 2.3848], [-3.8297, -3.7278, 0.6515], [-3.2232, -6.4063, -0.6540], [-2.9216, -4.7889, -1.2734], [-1.9719, -5.3972, 0.0878], [-6.0259, -4.4936, 0.5653], [-5.5857, -5.9752, 0.1010], [5.9541, -0.9065, 0.5223], [6.1750, -1.6682, -0.6460], [7.4582, -2.2539, -0.7665], [7.6200, -3.5950, -0.0433], [7.7395, -3.4728, 1.4709], [6.5582, -4.5495, -0.3629], [6.8572, -0.3702, 0.8319], [5.6106, -1.5195, 1.3595], [5.1771, -0.1789, 0.2880], [7.6005, -2.4188, -1.8373], [8.2255, -1.5431, -0.4309], [8.5566, -4.0216, -0.4190], [6.7688, -3.2794, 1.9302], [8.1228, -4.4007, 1.8933], [8.4212, -2.6687, 1.7542], [6.5531, -4.7476, -1.3579], [5.6609, -4.1154, -0.1671], [10.3048, -6.5479, 3.0240], [10.2087, -5.2812, 3.6433], [9.6427, -5.2718, 4.9395], [10.6249, -5.5928, 6.0709], [10.9969, -7.0679, 6.1698], [11.8498, -4.7955, 6.0077], [9.4591, -7.1867, 3.2993], [11.2322, -7.0672, 3.2785], [10.2838, -6.3841, 1.9470], [9.2722, -4.2538, 5.0847], [8.7792, -5.9502, 4.9754], [10.1100, -5.3151, 6.9972], [11.7090, -7.3465, 5.3921], [11.4702, -7.2671, 7.1303], [10.1183, -7.7086, 6.0761], [11.6268, -3.8084, 6.0793], [12.2642, -4.9133, 5.0877], [-8.1005, 2.3089, -8.5532], [-7.6961, 0.9651, -8.3952], [-6.4584, 0.7698, -7.7392], [-6.5381, 0.7663, -6.2096], [-6.7259, 2.1480, -5.5918], [-7.5707, -0.1307, -5.6908], [-7.2396, 2.9603, -8.7392], [-8.6399, 2.6886, -7.6816], [-8.7638, 2.3478, -9.4163], [-6.1082, -0.2117, -8.0676], [-5.7307, 1.5183, -8.0820], [-5.5745, 0.3757, -5.8618], [-7.7554, 2.4913, -5.7011], [-6.5078, 2.1119, -4.5243], [-6.0660, 2.8855, -6.0525], [-7.3766, -1.0854, -5.9754], [-8.4605, 0.1018, -6.1225]]}

=====

Entry 3:
{"formula": "C34H91BrNO15Si", "method": "wB97M-V/def2-TZVPD", "multiplicity": 1, "largest_force_ha_per_bohr": 0.07848, "homo_energy_ev": -11.3, "total_charge": 1, "gap_ev": 7.40, "elements": ["C", "C", "C", "C", "C", "C", "C", "C", "C", "Br", "C", "C", "C", "C", "C", "C", "N", "C", "C", "O", "Si", "C", "C", "C", "C", "O", "H", "H", "H", "H", "H", "H", "H", "H", "H", "H", "H", "H", "H", "H", "H", "H", "H", "H", "H", "H", "H", "H", "H", "H", "H", "H", "H", "H", "H", "H", "H", "H", "H", "H", "H", "H", "H", "H", "H", "C", "O", "H", "H", "H", "H", "C", "O", "H", "H", "H", "H", "C", "O", "H", "H", "H", "H", "C", "O", "H", "H", "H", "H", "C", "O", "H", "H", "H", "H", "C", "O", "H", "H", "H", "H", "C", "O", "H", "H", "H", "H", "C", "O", "H", "H", "H", "H", "C", "O", "H", "H", "H", "H", "C", "O", "H", "H", "H", "H", "C", "O", "H", "H", "H", "H", "C", "O", "H", "H", "H", "H", "C", "O", "H", "H", "H", "H"], "xyz": [[-2.2845, 1.9373, 1.6064], [-1.1918, 1.1095, 2.4873], [0.2213, 1.0740, 1.6557], [0.0838, -0.1394, 0.6047], [1.3686, -0.3890, -0.3162], [1.6887, -1.8553, -0.7666], [0.8617, -3.1767, -0.4158], [0.0697, -3.6145, -1.7911], [-0.2448, -2.3354, -2.7316], [-1.7467, -4.2612, -1.1802], [2.9386, -2.0737, -1.7037], [3.8060, -0.8637, -2.1626], [5.0193, -1.2091, -3.1566], [6.4786, -1.0696, -2.4943], [6.5322, -1.3922, -0.9175], [6.7424, -0.0059, -0.1299], [3.4657, 0.4735, -1.7167], [4.2689, 1.6663, -2.1880], [3.5748, 2.2688, -3.5401], [2.7352, 3.3544, -3.0987], [1.5734, 3.8464, -4.2929], [0.8313, 2.4266, -5.3373], [2.2286, 5.3206, -5.3749], [0.0863, 4.6008, -3.2932], [2.3161, 0.7191, -0.8420], [2.0826, 2.0891, -0.5262], [-3.2629, 2.0751, 2.2088], [-2.5970, 1.3439, 0.6530], [-1.9014, 2.9780, 1.3104], [-1.5624, 0.0144, 2.4691], [-1.0689, 1.5168, 3.5452], [0.3225, 2.1106, 1.1949], [1.0216, 0.8379, 2.4518], [-0.1008, -1.0898, 1.2398], [-0.8817, -0.0273, -0.0263], [0.0524, -3.0499, 0.3734], [1.5510, -4.0394, -0.0967], [0.6072, -4.4524, -2.3458], [-0.6694, -1.4469, -2.1268], [0.6680, -2.0181, -3.3639], [-1.0645, -2.5918, -3.5030], [3.1938, -3.1302, -2.0831], [4.8946, -0.5341, -4.0815], [4.9116, -2.2917, -3.5228], [7.1875, -1.7925, -3.0434], [6.9006, -0.0160, -2.7144], [5.6633, -2.0288, -0.5351], [7.4833, -2.0294, -0.7528], [5.7403, 0.4808, 0.1483], [7.3209, 0.7842, -0.7375], [7.3817, -0.2354, 0.8043], [4.4049, 2.4560, -1.3746], [5.3328, 1.3677, -2.5134], [3.0189, 1.3878, -4.0105], [4.4235, 2.5917, -4.2451], [-0.1102, 2.6932, -5.9208], [1.6791, 2.0021, -6.0016], [0.5286, 1.5722, -4.6156], [2.6171, 6.1728, -4.7059], [3.0144, 4.9527, -6.1170], [1.2899, 5.7245, -5.9089], [-0.2121, 3.8219, -2.4934], [0.5203, 5.4942, -2.7311], [-0.8051, 4.8471, -3.9592], [2.7851, 2.3160, 0.1425], [-1.8357, 6.8870, -0.6403], [-1.5158, 5.5025, -0.6268], [-2.5043, 7.0865, -1.4781], [-2.3354, 7.1571, 0.2931], [-0.9220, 7.4749, -0.7592], [-0.9250, 5.3545, 0.1225], [3.2477, -0.8010, 4.6997], [3.8606, 0.1997, 3.8990], [3.7008, -0.7889, 5.6910], [2.1781, -0.5947, 4.7892], [3.4033, -1.7814, 4.2431], [3.4401, 0.1649, 3.0304], [2.6625, -6.4924, -2.2786], [3.6803, -5.5356, -2.5452], [2.2882, -6.3355, -1.2662], [1.8426, -6.3673, -2.9907], [3.0746, -7.5005, -2.3587], [3.9935, -5.6968, -3.4448], [-5.0807, 8.9498, -0.1216], [-4.2615, 9.7774, 0.6920], [-4.6154, 7.9676, -0.2055], [-6.0671, 8.8441, 0.3367], [-5.1755, 9.3919, -1.1168], [-4.6944, 10.6384, 0.7506], [-4.9184, -0.4476, -0.0970], [-4.3131, 0.5557, -0.8963], [-4.4624, -0.4324, 0.8937], [-5.9891, -0.2501, -0.0070], [-4.7551, -1.4266, -0.5558], [-4.7346, 0.5196, -1.7645], [-3.9281, -1.1133, 4.2470], [-5.1430, -0.9775, 3.5198], [-3.3289, -0.2133, 4.1058], [-4.1494, -1.2371, 5.3104], [-3.3748, -1.9786, 3.8764], [-5.6525, -1.7853, 3.6623], [-4.1426, -5.0151, 4.2542], [-3.1066, -4.0824, 3.9737], [-4.5078, -4.8420, 5.2670], [-4.9637, -4.8784, 3.5458], [-3.7525, -6.0329, 4.1803], [-2.8023, -4.2577, 3.0738], [-2.2356, 2.0844, 6.2192], [-1.9541, 0.6921, 6.2539], [-2.8977, 2.2886, 5.3770], [-2.7285, 2.3843, 7.1470], [-1.3061, 2.6457, 6.0927], [-1.3681, 0.5392, 7.0062], [-2.6950, -5.9797, -4.5075], [-3.7351, -6.2799, -3.5898], [-3.0290, -6.2304, -5.5145], [-2.4589, -4.9127, -4.4600], [-1.8084, -6.5706, -4.2632], [-3.4123, -6.0490, -2.7096], [6.4608, 2.7915, 4.8628], [5.2479, 2.9244, 4.1382], [7.0589, 3.6914, 4.7160], [6.2435, 2.6723, 5.9273], [7.0167, 1.9246, 4.4960], [4.7377, 2.1159, 4.2848], [-4.6331, 4.1181, -0.0399], [-5.5331, 5.2019, -0.2269], [-3.6172, 4.4638, -0.2363], [-4.7008, 3.7587, 0.9902], [-4.8804, 3.3113, -0.7340], [-6.4216, 4.8693, -0.0475], [-1.6906, -9.4096, -6.1268], [-0.6840, -8.4451, -6.4030], [-2.0652, -9.2483, -5.1156], [-2.5117, -9.2970, -6.8391], [-1.2668, -10.4141, -6.1999], [-0.3704, -8.6094, -7.3013], [-3.5608, -2.0820, 8.6211], [-4.2977, -3.1438, 8.0340], [-3.9011, -1.9415, 9.6473], [-2.4963, -2.3317, 8.6238], [-3.7279, -1.1622, 8.0546], [-3.9767, -3.2462, 7.1287]]}